1.
{
  "formula": "C30H72N8O6",
  "method": "ωB97M-V/def2-TZVPD",
  "symbols": ["C", "C", "N", "C", "C", "C", "C", "H", "H", "H", "H", "H", "H", "H", "H", "H", "H", "H", "H", "H", "H", "H", "C", "C", "N", "C", "C", "C", "C", "H", "H", "H", "H", "H", "H", "H", "H", "H", "H", "H", "H", "H", "H", "H", "C", "C", "O", "N", "C", "H", "H", "H", "H", "H", "H", "H", "C", "C", "O", "N", "C", "H", "H", "H", "H", "H", "H", "H", "C", "C", "O", "N", "C", "H", "H", "H", "H", "H", "H", "H", "C", "C", "O", "N", "C", "H", "H", "H", "H", "H", "H", "H", "C", "C", "O", "N", "C", "H", "H", "H", "H", "H", "H", "H", "C", "C", "O", "N", "C", "H", "H", "H", "H", "H", "H", "H"],
  "positions_angstrom": [[4.761580, 9.101120, 11.811810], [4.919630, 7.882930, 10.835390], [6.245140, 7.264650, 11.070720], [6.574780, 6.151830, 10.217950], [5.394380, 5.080300, 10.053220], [7.431950, 8.166060, 10.940290], [8.737390, 7.640480, 11.514070], [5.183220, 8.896270, 12.795860], [3.700040, 9.289590, 11.972170], [5.140830, 10.017190, 11.358950], [4.190100, 7.087570, 10.988000], [4.877480, 8.318350, 9.837020], [6.692270, 6.474010, 9.183300], [7.434930, 5.642420, 10.652390], [5.684330, 4.255780, 9.401930], [5.270350, 4.485070, 10.957890], [4.478860, 5.554980, 9.700240], [7.143190, 9.005580, 11.572680], [7.430370, 8.518280, 9.908770], [9.070070, 6.683630, 11.111750], [8.687400, 7.550790, 12.599220], [9.391320, 8.471790, 11.250610], [4.664480, 16.479970, 6.073510], [6.006430, 17.108870, 6.517020], [7.179750, 16.395760, 5.962620], [7.289350, 16.628380, 4.492780], [8.724120, 16.393180, 3.916130], [7.218900, 14.922170, 6.237890], [7.169360, 14.644100, 7.729890], [4.710300, 16.228520, 5.013890], [3.833610, 17.162640, 6.251590], [4.535650, 15.535570, 6.602280], [5.944700, 18.142990, 6.178070], [6.039020, 17.220270, 7.600820], [6.554950, 15.949260, 4.059710], [6.901670, 17.536960, 4.032030], [9.339300, 15.670380, 4.452070], [8.875050, 16.145390, 2.865460], [9.338370, 17.245380, 4.206890], [8.159290, 14.540970, 5.839840], [6.506750, 14.326320, 5.667000], [6.242230, 14.991480, 8.185800], [8.030340, 15.156090, 8.159620], [7.333200, 13.617150, 8.056440], [14.960050, 23.203940, 7.450100], [14.370170, 22.754200, 6.128070], [13.714350, 23.525670, 5.363950], [14.590270, 21.432910, 5.885350], [14.151740, 20.653370, 4.644510], [16.035890, 23.056440, 7.544450], [14.646750, 22.625090, 8.318930], [14.735390, 24.166030, 7.910560], [14.731140, 20.922770, 6.745590], [13.765260, 19.653860, 4.843780], [15.021400, 20.657070, 3.987410], [13.402960, 21.243960, 4.116660], [10.920920, 20.077620, -1.000070], [10.678230, 21.164010, -2.031620], [11.622890, 21.871480, -2.394760], [9.488290, 21.235610, -2.698150], [8.209670, 20.719280, -2.233240], [10.858660, 20.432510, 0.028660], [11.943920, 19.702870, -0.966500], [10.255860, 19.219200, -1.094480], [9.591530, 21.887610, -3.462570], [7.445900, 21.216940, -2.830800], [8.077110, 20.745160, -1.151640], [8.087440, 19.691100, -2.573860], [10.223890, 11.495050, 1.077000], [11.532790, 10.838050, 1.444200], [12.152280, 11.061300, 2.474010], [11.928640, 9.892030, 0.530410], [13.046980, 8.939800, 0.736830], [9.450690, 10.787170, 0.778380], [10.316620, 12.187830, 0.240610], [9.823210, 11.974780, 1.969980], [11.480490, 9.905660, -0.374610], [12.670840, 7.981590, 0.378440], [13.345980, 8.909000, 1.784560], [13.966770, 9.224370, 0.225820], [11.847910, 19.496370, 10.591090], [10.707740, 19.310830, 9.607930], [9.755350, 20.123150, 9.761610], [10.705100, 18.342810, 8.716190], [11.826860, 17.467760, 8.296810], [12.517590, 20.161490, 10.045890], [12.354630, 18.533870, 10.661360], [11.452360, 19.842620, 11.545950], [9.868960, 18.187650, 8.171330], [11.907960, 17.263470, 7.229200], [11.756560, 16.545880, 8.874120], [12.768670, 17.941710, 8.573330], [9.358970, 25.124550, 8.009860], [9.302560, 24.497660, 6.659100], [9.783060, 25.092010, 5.675850], [9.211750, 23.190990, 6.636960], [9.220950, 22.288150, 5.461160], [10.374970, 25.273150, 8.375600], [8.587390, 24.756320, 8.686000], [9.042710, 26.105890, 7.656240], [8.929960, 22.850560, 7.545150], [8.255110, 21.785710, 5.408230], [9.883470, 21.443940, 5.652190], [9.258760, 22.805510, 4.502510], [-0.561730, 16.389880, 4.355230], [-1.452380, 17.541040, 4.760700], [-1.469660, 17.803440, 5.964320], [-2.049420, 18.177880, 3.788690], [-2.778420, 19.449110, 3.876300], [-0.968110, 15.702050, 3.613720], [-0.300430, 15.745110, 5.194330], [0.359490, 16.840740, 3.986230], [-1.861120, 17.812450, 2.866140], [-2.659810, 20.001750, 2.944290], [-2.634320, 19.953460, 4.831790], [-3.802890, 19.091540, 3.979690]],
  "atomic_forces_ev_per_a": [[-0.93, -0.85, -0.55], [1.84, 0.95, 1.16], [0.92, -0.23, 0.21], [-2.75, -2.01, -0.35], [1.46, 0.12, 0.74], [-2.57, 0.02, 1.39], [-0.37, 0.46, -0.49], [0.23, 0.05, -0.15], [-0.13, -0.03, -0.02], [0.31, -0.11, 0.22], [-0.12, 0.46, -0.02], [-0.36, -0.27, -0.57], [0.84, 0.25, -0.33], [0.01, 0.05, -0.54], [0.18, 0.47, -0.73], [-0.55, 0.62, 0.52], [0.06, -0.33, 0.09], [0.37, 0.38, -0.21], [0.71, 0.06, -0.34], [0.19, 0.31, -0.17], [-0.12, 0.06, -0.05], [0.76, -0.43, 0.20], [0.67, -0.21, 0.34], [-0.84, -0.29, -0.58], [0.18, 0.71, -0.41], [0.25, -1.74, -0.70], [0.47, 0.27, 1.46], [0.42, 0.47, -0.07], [0.43, 0.24, 0.23], [-0.16, 0.17, -0.05], [-0.05, -0.19, 0.08], [-0.40, 0.03, 0.06], [0.75, 0.03, -0.33], [0.24, -0.45, 0.08], [0.25, -0.72, -0.56], [0.22, 0.77, 1.15], [-0.67, -0.77, 0.16], [-0.60, 0.34, -0.05], [-0.18, 0.66, -0.60], [0.24, 0.24, 0.13], [-0.76, 0.24, -0.04], [0.11, 0.07, 0.07], [-0.22, 0.41, 0.28], [-0.27, -0.26, -0.60], [0.44, -0.12, 1.70], [-2.40, 2.47, -1.83], [2.25, -2.33, 2.00], [-0.71, -1.23, -0.59], [0.65, 2.01, 0.77], [0.18, 0.17, -0.66], [-0.54, -0.94, -0.28], [-0.18, 0.52, -1.31], [0.27, -0.25, -0.38], [0.26, 0.20, 0.33], [-0.06, -0.52, -0.02], [-0.16, -0.01, 0.27], [-0.30, -0.27, 0.81], [1.81, -0.05, -0.77], [-0.95, -0.44, 0.41], [0.65, 0.00, 0.95], [0.20, -0.50, -1.38], [-0.59, 0.40, 0.02], [0.07, 0.23, -0.88], [-0.12, 0.08, -0.06], [-0.60, 0.08, 0.10], [-0.21, 0.42, 0.69], [-0.09, 0.42, -0.20], [0.14, -0.38, 0.30], [-0.56, 0.19, 0.33], [0.49, -0.75, -0.09], [-0.46, -0.06, -0.50], [0.73, -0.02, 0.36], [-0.58, 0.72, -0.12], [0.24, -0.34, -0.07], [0.18, 0.22, 0.19], [0.23, 0.35, -0.19], [0.03, -0.17, 0.26], [0.43, -0.13, 0.18], [-0.56, -0.06, 0.04], [-0.16, 0.06, -0.40], [0.13, -1.30, -1.51], [-2.19, 3.29, 2.51], [1.17, -1.74, -0.96], [0.57, -1.85, -2.34], [0.13, 0.53, 1.41], [0.25, 0.40, 0.66], [0.29, 0.10, 0.56], [0.27, 0.17, -0.38], [-0.19, 0.49, 0.20], [-0.62, 0.17, 0.06], [0.15, -0.25, -0.32], [-0.02, 0.01, 0.01], [-1.54, 1.63, -0.78], [4.45, 0.93, -2.18], [-1.62, 0.27, 0.66], [-1.34, -2.49, 0.19], [-1.32, -0.06, 1.08], [-0.18, -0.60, 0.08], [0.49, -0.11, 0.38], [-0.08, 0.57, 0.86], [-0.04, -0.87, -0.39], [-0.39, 0.04, 0.18], [0.66, 0.49, -0.47], [0.92, 0.17, 0.43], [0.27, -0.60, -0.35], [1.58, -1.71, 3.00], [-0.70, 0.78, -0.73], [-0.15, 1.36, -1.83], [-1.13, -1.72, 0.47], [-0.11, 0.31, -0.38], [-0.16, 0.46, 0.21], [0.12, -0.19, -0.20], [-0.16, 0.21, 0.12], [0.13, 0.25, 0.47], [0.81, 0.20, -0.40], [-0.51, 0.65, -0.40]],
  "total_energy_ha": -2075.63585,
  "homo_energy_ev": -8.38,
  "homo_lumo_gap_ev": 8.5,
  "largest_force_ha_per_bohr": 0.09795
}



2.
{
  "formula": "C5H9NO",
  "method": "ωB97M-V/def2-TZVPD",
  "symbols": ["C", "C", "C", "C", "C", "N", "O", "H", "H", "H", "H", "H", "H", "H", "H", "H"],
  "positions_angstrom": [[0.642494, 0.756560, -0.202301], [-0.568970, 0.138217, -0.889182], [-1.665563, -0.148582, 0.144447], [-2.873409, -0.647617, -0.096107], [1.611094, -0.328874, 0.375053], [2.873684, 0.209210, 0.682239], [1.436469, -1.491244, 0.146674], [0.363883, 1.535165, 0.507838], [1.271967, 1.277488, -0.929449], [-0.881749, 0.842833, -1.659164], [-0.455160, -0.884320, -1.243774], [-1.270116, -0.230797, 1.156364], [-3.532255, -0.824304, 0.745840], [-3.368233, -0.742819, -1.054743], [3.523787, -0.475555, 1.036966], [2.892078, 1.014637, 1.279299]],
  "atomic_forces_ev_per_a": [[0.74, -0.79, -0.03], [-1.14, 0.18, 1.33], [0.41, -0.64, -0.54], [-0.44, 0.83, 0.54], [0.48, 1.89, -1.83], [-0.47, -0.76, 0.73], [-0.05, -0.82, 0.65], [-0.14, -0.16, 0.25], [-0.03, -0.10, -0.05], [-0.31, -0.36, -0.17], [0.99, 0.33, -0.68], [-0.32, 0.41, 0.12], [0.10, -0.34, 0.06], [0.37, 0.10, -0.24], [0.03, -0.29, -0.09], [-0.22, 0.52, -0.06]],
  "total_energy_ha": -325.88719,
  "homo_energy_ev": -9.50,
  "homo_lumo_gap_ev": 10.4,
  "largest_force_ha_per_bohr": 0.05206
}



3.
{
  "formula": "C2H5BrNO",
  "method": "ωB97M-V/def2-TZVPD",
  "symbols": ["C", "C", "N", "O", "Br", "H", "H", "H", "H", "H"],
  "positions_angstrom": [[1.120945, 0.089902, -0.619487], [0.221286, 1.089549, -0.202094], [0.481810, 0.007270, 0.748217], [1.875398, -0.497085, -1.256637], [-1.117535, -1.857498, -1.192813], [-0.777103, 1.195279, -0.714621], [0.618825, 2.046832, -0.008615], [-0.133467, -0.647937, 0.980701], [1.036878, 0.068569, 1.606928], [-0.465915, -2.588856, -2.261341]],
  "atomic_forces_ev_per_a": [[0.15, 0.03, -1.17], [-1.78, 1.17, -2.01], [3.40, 1.62, 2.09], [0.76, -0.41, -0.21], [-0.25, -0.69, -0.71], [0.92, -0.61, 0.89], [0.57, 0.98, 0.73], [-3.99, -3.54, 0.24], [0.43, 1.09, -0.37], [-0.21, 0.36, 0.51]],
  "total_energy_ha": -2782.85858,
  "homo_energy_ev": -15.36,
  "total_charge": 1,
  "homo_lumo_gap_ev": 10.6,
  "largest_force_ha_per_bohr": 0.10373
}